# C4H4F3N3O2

A single C4H4F3N3O2 molecule in a non-equilibrium geometry (ωB97M-V/def2-TZVPD, the Open Molecules 2025 dataset).

Geometry as XYZ:
```
16
Properties=species:S:1:pos:R:3:forces:R:3
N -0.549 -0.890 -1.498 -0.5 -1.9 0.6
C -0.047 -0.144 -0.413 3.2 -1.5 3.2
C 1.583 -0.820 -0.055 -3.7 2.6 0.0
F 1.374 -2.103 0.071 0.8 -1.1 0.2
F 2.248 -0.527 -1.143 1.2 -0.3 -1.3
F 2.285 -0.324 0.969 -0.6 -0.3 0.1
N 0.044 1.264 -0.459 0.3 0.1 -2.5
C -0.753 1.918 0.420 -0.2 -0.4 1.6
O -1.045 3.081 0.433 0.0 -0.6 0.3
N -1.127 0.872 1.383 0.6 0.2 -0.8
C -0.837 -0.384 0.897 -1.2 -0.7 0.0
O -1.233 -1.469 1.320 1.1 1.8 -0.7
H 0.194 -1.443 -1.941 -0.1 0.8 -0.3
H -0.992 -1.663 -0.945 -0.3 0.5 -1.0
H 0.125 1.629 -1.407 0.0 0.3 0.5
H -1.268 1.002 2.367 -0.5 0.4 0.1
```
Positions in Å, forces in eV/Å.

Calculated values
Energy relative to the best compared isomer or geometry (same formula, charge and spin)   13.3 kcal/mol
Kohn-Sham gap   10.923 eV
2S+1   1
Max |F|   4.77 eV/Å

# C5H9NO

2 unconnected molecules or ions with the total composition C5H9NO in a non-equilibrium geometry (ωB97M-V/def2-TZVPD, the Open Molecules 2025 dataset).

Geometry as XYZ:
```
16
Properties=species:S:1:pos:R:3:forces:R:3
C 0.071 0.456 -1.525 1.9 -0.1 0.5
C -1.265 0.079 -1.072 -2.0 -1.2 1.1
C -2.350 0.123 -2.086 -0.4 0.4 -2.0
O -1.530 -0.331 0.038 0.6 0.2 0.2
H 0.810 0.235 -0.755 -0.2 0.4 0.5
H 0.097 1.519 -1.765 0.2 -0.1 -0.4
H 0.462 -0.193 -2.309 -0.6 0.3 -0.7
H -2.501 -0.844 -2.564 0.4 -0.4 0.2
H -2.013 0.748 -2.913 -0.2 0.2 -0.1
H -3.369 0.412 -1.830 0.4 0.2 0.8
C 2.197 -0.772 2.634 -0.4 1.3 0.5
C 1.371 0.380 3.164 3.3 -4.8 -1.8
N 0.761 1.255 3.488 -2.5 3.5 1.4
H 3.185 -0.783 3.095 -0.2 0.1 0.2
H 2.366 -0.555 1.580 -0.2 -0.4 0.0
H 1.709 -1.729 2.820 -0.1 0.2 -0.2
```
Positions in Å, forces in eV/Å.

Calculated values
Energy relative to the best compared isomer or geometry (same formula, charge and spin)   37.4 kcal/mol
Kohn-Sham gap   10.444 eV
2S+1   1
Max |F|   6.07 eV/Å

# C19H35AuCl3N2O6SSi

A molecular structure, C19H35AuCl3N2O6SSi in a non-equilibrium geometry (ωB97M-V/def2-TZVPD, the Open Molecules 2025 dataset).

Geometry as XYZ:
```
68
Properties=species:S:1:pos:R:3:forces:R:3
Au -0.343 1.446 -1.577 -1.0 -1.5 -0.7
Cl -1.165 -0.313 -6.098 0.0 0.0 -0.1
C -2.162 -0.365 -4.658 0.0 -0.2 0.0
Cl -3.632 0.601 -4.888 0.0 0.0 0.0
Cl -2.574 -2.024 -4.236 0.0 0.0 -0.1
C -1.427 0.281 -3.485 -0.2 0.0 -0.2
O -0.646 1.250 -3.668 0.3 0.2 -0.6
O -1.656 -0.116 -2.318 -0.2 0.3 0.7
C -2.761 -2.534 -0.165 -0.1 -0.3 0.1
C -3.005 -1.775 1.124 0.5 0.1 0.2
C -3.592 -2.678 2.187 -0.1 -0.1 0.0
C -3.893 -0.567 0.896 -0.1 0.0 0.0
O -1.726 -1.325 1.690 0.1 -0.1 -0.1
Si -0.293 -0.749 1.211 -1.0 -0.1 -0.5
S -0.881 1.295 0.604 0.6 0.3 0.4
O 0.738 -0.711 2.415 0.6 0.0 0.3
C 0.925 -0.021 3.673 -0.3 -0.2 -0.2
C -0.429 0.304 4.269 -0.2 0.1 0.2
C 1.734 1.227 3.406 0.2 0.2 0.0
C 1.693 -0.985 4.555 0.0 0.0 0.1
O 0.352 -1.472 -0.075 -0.1 0.2 -0.1
C 1.589 -2.081 -0.519 -0.3 0.0 0.2
C 2.779 -1.479 0.207 0.2 0.0 0.0
C 1.479 -3.565 -0.228 0.1 -0.1 -0.1
C 1.652 -1.812 -2.012 0.0 0.0 -0.1
H -3.711 -2.937 -0.524 0.0 0.0 0.0
H -2.077 -3.366 0.003 0.0 0.0 0.0
H -2.353 -1.904 -0.942 0.1 0.2 -0.1
H -4.580 -3.020 1.881 0.0 0.0 0.0
H -3.686 -2.142 3.131 0.0 0.0 0.0
H -2.958 -3.549 2.344 0.0 0.0 0.0
H -4.850 -0.883 0.477 0.0 -0.1 0.1
H -3.446 0.122 0.189 0.1 0.1 -0.1
H -4.080 -0.045 1.835 0.0 0.0 0.0
H -0.985 1.018 3.654 0.1 0.0 0.0
H -0.299 0.752 5.256 0.0 0.0 0.0
H -1.029 -0.598 4.375 0.0 0.0 0.0
H 1.228 1.903 2.718 -0.1 0.0 -0.1
H 2.704 0.961 2.985 0.0 0.0 0.0
H 1.896 1.765 4.341 0.1 0.0 0.0
H 1.115 -1.889 4.737 0.0 0.0 0.0
H 1.916 -0.520 5.516 0.0 0.0 0.0
H 2.633 -1.264 4.080 0.0 0.0 0.0
H 2.761 -1.706 1.270 -0.1 -0.1 0.0
H 2.802 -0.394 0.114 0.1 -0.1 0.1
H 3.700 -1.882 -0.216 0.0 0.0 0.0
H 1.391 -3.739 0.843 0.0 0.0 0.1
H 2.362 -4.096 -0.585 0.0 0.0 0.0
H 0.603 -3.980 -0.726 0.0 0.0 0.0
H 1.598 -0.740 -2.213 0.1 0.0 0.0
H 0.817 -2.289 -2.525 0.0 0.0 0.0
H 2.581 -2.194 -2.434 0.0 0.0 0.0
N 0.239 4.368 -2.563 0.0 0.1 -0.2
C 1.366 3.709 -2.282 -0.2 0.1 0.1
C 2.628 4.270 -2.573 0.1 -0.1 0.0
C 3.762 3.603 -2.230 0.2 0.0 0.0
C 3.687 2.352 -1.590 0.0 0.1 -0.1
C 2.457 1.840 -1.347 -0.2 0.1 0.0
N 1.309 2.498 -1.690 0.9 0.6 0.5
H 0.307 5.238 -3.064 0.0 -0.1 0.1
H -0.692 4.022 -2.354 0.0 0.0 0.1
H 2.669 5.232 -3.061 0.0 0.1 0.0
H 4.725 4.044 -2.448 0.0 0.0 0.0
H 4.566 1.796 -1.305 0.1 0.0 0.0
H 2.320 0.879 -0.881 -0.1 0.1 0.0
O -2.359 3.626 -1.657 -0.2 0.0 0.0
H -2.597 3.883 -0.757 0.1 0.0 0.0
H -3.197 3.423 -2.088 0.0 0.0 -0.1
```
Positions in Å, forces in eV/Å.

Calculated values
Total charge   +1
Energy relative to the best compared isomer or geometry (same formula, charge and spin)   24.5 kcal/mol
Kohn-Sham gap (alpha / beta)   6.678 / 6.679 eV
2S+1   1
Max |F|   1.93 eV/Å

# C4H6INO

2 unconnected molecules or ions with the total composition C4H6INO in a non-equilibrium geometry (ωB97M-V/def2-TZVPD, the Open Molecules 2025 dataset).

Geometry as XYZ:
```
13
Properties=species:S:1:pos:R:3:forces:R:3
C 1.152 1.182 0.166 0.3 -0.1 1.5
C 0.964 -1.293 -0.533 -3.4 2.3 -0.1
C -1.433 0.359 1.352 0.2 0.7 1.3
C 0.555 0.134 -0.498 -2.0 0.8 -1.6
N 1.483 1.928 0.984 0.6 0.7 -0.1
O -0.270 0.534 -1.563 0.6 -1.5 0.4
I -2.817 -0.647 0.170 0.3 0.2 0.5
H 1.298 -1.663 0.349 1.1 -1.1 2.5
H 1.582 -1.341 -1.306 3.8 -0.4 -3.0
H 0.171 -1.848 -0.976 -1.3 -0.6 0.4
H -0.927 -0.202 2.212 -0.9 0.7 -1.5
H -1.690 1.462 1.573 0.6 -1.9 -0.6
H -0.068 1.396 -1.929 0.2 0.4 0.3
```
Positions in Å, forces in eV/Å.

Calculated values
Energy relative to the best compared isomer or geometry (same formula, charge and spin)   112.9 kcal/mol
Kohn-Sham gap (alpha / beta)   7.847 / 7.967 eV
2S+1   1
Max |F|   4.83 eV/Å

# C12H30KO6

A molecular structure, C12H30KO6 in a non-equilibrium geometry (ωB97M-V/def2-TZVPD, the Open Molecules 2025 dataset).

Geometry as XYZ:
```
49
Properties=species:S:1:pos:R:3:forces:R:3
K 0.668 0.437 0.688 -0.2 -0.4 -0.2
C 2.533 2.552 -0.665 0.8 -0.7 0.1
O 1.638 1.872 -1.521 0.0 0.1 0.3
C 0.991 2.709 -2.477 -0.1 0.1 0.1
C 0.041 1.848 -3.280 0.2 -0.2 -0.2
O -0.983 2.680 -3.744 -0.1 0.0 0.2
C -1.945 1.978 -4.505 -0.1 0.3 -0.1
H 3.151 3.288 -1.183 -0.3 0.3 0.0
H 3.255 1.801 -0.312 -0.1 0.0 0.0
H 2.061 2.973 0.232 -0.2 0.3 -0.3
H 1.743 3.182 -3.115 0.0 0.0 0.0
H 0.410 3.498 -1.985 0.1 -0.1 0.0
H -0.351 1.037 -2.647 0.0 0.1 0.0
H 0.571 1.363 -4.115 -0.1 0.0 0.1
H -1.577 1.813 -5.522 0.0 -0.2 0.0
H -2.836 2.602 -4.552 0.0 0.0 0.0
H -2.209 1.029 -4.029 0.0 -0.1 -0.1
C 0.225 -2.987 2.339 0.1 0.0 -0.1
O 0.276 -1.593 2.634 0.1 -0.3 0.1
C 0.669 -1.371 3.986 0.1 0.4 -0.5
C 0.708 0.121 4.212 0.0 -0.1 0.1
O -0.555 0.676 3.937 0.0 -0.1 -0.2
C -0.622 2.043 4.274 0.0 0.3 0.3
H -0.490 -3.142 1.538 0.0 0.1 -0.1
H -0.093 -3.573 3.204 0.0 0.1 0.1
H 1.207 -3.357 2.021 0.0 0.0 0.1
H 1.682 -1.762 4.133 -0.1 -0.1 0.3
H -0.056 -1.848 4.648 0.1 0.0 0.2
H 1.484 0.565 3.562 0.0 0.1 0.1
H 0.988 0.321 5.253 0.1 0.0 0.0
H 0.019 2.654 3.624 0.0 0.0 0.0
H -0.312 2.225 5.312 0.0 -0.1 -0.1
H -1.655 2.367 4.185 0.0 0.0 -0.2
C -2.557 -0.732 0.813 0.3 -0.4 -0.2
O -1.361 -1.201 0.188 0.0 0.4 0.1
C -1.557 -2.171 -0.812 -0.4 0.0 -0.2
C -0.239 -2.515 -1.446 -0.2 -1.0 -0.3
O 0.434 -1.373 -1.893 0.4 0.3 0.2
C 1.633 -1.693 -2.591 0.1 0.2 0.0
H -2.288 0.181 1.340 -0.1 0.0 0.2
H -2.914 -1.489 1.513 -0.1 0.1 0.1
H -3.335 -0.509 0.078 0.1 0.0 -0.1
H -2.275 -1.795 -1.553 0.1 0.0 0.0
H -1.980 -3.105 -0.415 0.0 0.1 0.1
H -0.456 -3.204 -2.280 0.0 0.2 0.0
H 0.372 -3.113 -0.753 0.1 0.3 0.1
H 2.197 -2.489 -2.094 -0.1 0.0 0.0
H 2.263 -0.804 -2.603 -0.1 0.1 0.0
H 1.422 -1.991 -3.620 -0.1 -0.1 0.0
```
Positions in Å, forces in eV/Å.

Calculated values
Total charge   +1
Energy relative to the best compared isomer or geometry (same formula, charge and spin)   11.3 kcal/mol
Kohn-Sham gap   9.671 eV
2S+1   1
Max |F|   1.10 eV/Å

# C44H60Cl2KN7

A molecular structure, C44H60Cl2KN7 in a non-equilibrium geometry (ωB97M-V/def2-TZVPD, the Open Molecules 2025 dataset).

Geometry as XYZ:
```
114
Properties=species:S:1:pos:R:3:forces:R:3
K -0.155 -0.332 0.244 -0.7 1.1 -1.2
C -2.489 -2.244 2.748 -0.2 0.0 0.0
C -3.417 -2.750 1.623 0.2 0.0 -0.1
C -2.864 -2.608 0.173 -0.1 -0.1 0.1
N -1.428 -2.553 0.069 -0.2 -0.4 0.1
C -0.711 -3.631 0.103 -0.3 0.2 -0.1
C -1.205 -4.962 0.299 -0.1 -0.2 0.2
C -0.649 -6.171 -0.066 0.1 0.1 -0.1
C 0.500 -6.442 -0.804 0.0 -0.2 0.0
C 1.442 -5.497 -1.229 0.0 0.0 0.2
C 1.578 -4.179 -0.872 0.2 0.0 -0.2
C 0.762 -3.373 -0.001 0.3 0.0 0.3
N 1.176 -2.345 0.661 0.3 -0.5 0.1
C 2.569 -1.974 0.630 0.2 -0.2 0.0
C 2.935 -1.006 1.764 -0.1 0.0 -0.1
C 2.575 0.485 1.556 0.2 0.0 0.2
N 1.229 0.798 1.976 0.3 0.2 0.5
C 0.931 0.890 3.231 0.2 0.1 -0.3
C 1.886 0.773 4.301 0.2 -0.1 0.1
C 1.824 1.142 5.625 -0.2 0.1 -0.1
C 0.786 1.729 6.349 0.0 0.1 0.2
C -0.516 1.908 5.889 0.1 -0.2 -0.1
C -1.098 1.524 4.699 -0.1 0.2 0.1
C -0.547 0.976 3.498 -0.4 -0.2 -0.1
N -1.260 0.521 2.513 -0.1 -0.2 0.2
C -2.682 0.304 2.648 -0.1 0.1 0.2
C -2.963 -0.973 3.459 0.2 0.1 -0.2
H -1.498 -2.055 2.337 0.1 -0.1 0.1
H -2.375 -3.034 3.495 0.0 0.0 0.0
H -4.375 -2.220 1.664 0.0 0.0 0.0
H -3.645 -3.802 1.810 0.0 0.0 0.0
H -3.236 -1.663 -0.240 0.0 0.0 0.0
H -3.291 -3.418 -0.441 0.0 0.0 0.0
H -2.164 -5.021 0.801 0.0 0.0 0.0
H -1.239 -7.045 0.205 0.0 0.0 0.0
H 0.670 -7.475 -1.091 0.0 0.0 0.0
H 2.218 -5.881 -1.888 0.0 0.0 0.0
H 2.418 -3.647 -1.309 0.0 0.0 0.0
H 2.816 -1.514 -0.342 0.0 -0.1 0.1
H 3.212 -2.863 0.742 0.0 0.0 -0.2
H 4.018 -1.076 1.920 -0.1 0.0 0.1
H 2.438 -1.366 2.667 0.1 0.0 0.1
H 2.653 0.727 0.488 0.0 0.0 0.1
H 3.323 1.106 2.076 0.0 0.0 -0.1
H 2.840 0.356 4.004 0.0 0.0 0.0
H 2.742 0.978 6.186 0.0 0.0 0.0
H 1.002 2.041 7.366 0.0 0.0 0.0
H -1.198 2.366 6.602 0.0 0.0 0.0
H -2.167 1.698 4.656 0.0 0.0 0.0
H -3.091 0.185 1.637 -0.1 0.0 0.0
H -3.222 1.146 3.110 0.0 0.0 -0.1
H -4.033 -1.041 3.694 0.0 0.0 0.0
H -2.417 -0.877 4.402 -0.1 0.0 0.1
C 1.194 4.683 -1.798 0.0 -0.1 0.0
C 1.733 3.950 -0.566 0.0 0.1 0.0
C 1.641 4.837 0.675 0.0 -0.1 -0.1
C 3.136 3.434 -0.807 0.0 -0.2 -0.1
C 4.249 4.148 -0.390 0.0 0.1 0.0
C 5.534 3.650 -0.555 0.0 0.0 0.0
C 5.698 2.382 -1.084 0.0 0.1 0.0
C 4.612 1.636 -1.529 -0.2 -0.1 0.0
C 4.841 0.189 -1.939 0.2 0.0 0.0
C 5.357 -0.613 -0.737 -0.1 0.1 0.0
C 5.796 0.058 -3.128 -0.1 0.0 0.0
C 3.314 2.197 -1.469 0.5 0.4 0.0
N 2.215 1.535 -1.994 -0.4 -0.4 0.0
C 2.275 1.183 -3.237 0.3 0.3 0.2
C 1.443 0.307 -3.970 -0.1 -0.2 -0.4
C 1.710 -0.038 -5.317 0.1 0.1 0.2
C 0.768 -0.993 -5.662 -0.1 -0.1 0.0
C -0.032 -1.183 -4.506 0.0 0.1 -0.4
N 0.365 -0.399 -3.505 0.0 -0.1 0.4
C -1.183 -2.155 -4.356 -0.1 -0.1 0.0
C -0.747 -3.310 -3.449 0.0 0.0 0.0
C -2.386 -1.451 -3.717 0.1 0.0 0.0
C -1.598 -2.719 -5.719 0.0 0.1 0.0
H 0.171 5.030 -1.618 0.0 0.0 0.0
H 1.191 4.015 -2.661 0.0 0.0 0.0
H 1.814 5.552 -2.037 0.0 0.0 0.0
H 1.100 3.073 -0.403 0.0 0.0 0.0
H 2.117 5.809 0.516 0.0 0.0 0.0
H 2.116 4.350 1.528 0.0 0.0 0.0
H 0.597 5.012 0.931 0.0 0.0 0.0
H 4.118 5.122 0.065 0.0 0.0 0.1
H 6.393 4.226 -0.232 0.0 0.0 0.0
H 6.695 1.961 -1.156 0.0 0.0 0.0
H 3.889 -0.252 -2.229 0.0 0.0 0.0
H 6.305 -0.214 -0.369 0.1 0.0 0.0
H 5.505 -1.661 -1.009 0.0 0.0 0.0
H 4.632 -0.570 0.079 0.3 0.0 -0.2
H 6.799 0.408 -2.872 0.0 0.0 0.0
H 5.439 0.641 -3.978 0.0 0.0 0.0
H 5.871 -0.987 -3.441 0.0 0.0 0.0
H 3.104 1.579 -3.847 0.0 0.0 0.0
H 2.518 0.351 -5.924 0.0 0.0 0.0
H 0.669 -1.491 -6.615 0.0 0.0 0.0
H -1.539 -4.062 -3.358 0.0 0.0 0.0
H 0.147 -3.799 -3.842 0.0 0.0 0.0
H -0.519 -2.933 -2.454 0.0 0.0 0.0
H -2.122 -1.093 -2.722 -0.1 0.0 0.0
H -3.230 -2.142 -3.631 0.0 0.0 0.0
H -2.696 -0.595 -4.322 0.0 0.0 0.0
H -0.803 -3.336 -6.145 0.0 0.0 0.0
H -1.830 -1.918 -6.424 0.0 0.0 0.0
H -2.486 -3.347 -5.607 0.0 0.0 0.0
N -1.622 1.740 -2.596 0.0 0.0 0.2
H -0.985 0.958 -2.778 0.0 0.0 0.0
H -1.025 2.507 -2.305 0.0 0.1 0.0
H -2.001 1.995 -3.501 0.0 0.0 0.0
Cl -1.495 3.138 1.203 -0.3 0.4 0.1
C -2.536 4.565 1.372 0.3 -0.3 -0.2
Cl -2.968 4.861 3.066 -0.1 0.1 0.1
H -3.453 4.393 0.822 0.0 0.0 0.0
H -2.008 5.440 1.012 0.0 0.0 0.0
```
Positions in Å, forces in eV/Å.

Calculated values
Total charge   -2
Energy relative to the best compared isomer or geometry (same formula, charge and spin)   24.3 kcal/mol
Kohn-Sham gap   5.306 eV
2S+1   1
Max |F|   1.80 eV/Å